Here is a structure of composition C23H34Cl46In from OMol25. Energies are from ωB97M-V/def2-TZVPD.

The geometry in XYZ format:
```
104
Properties=species:S:1:pos:R:3:forces:R:3
C 4.8003 0.4161 -2.1422 0.48 -0.24 -0.27
C 4.8870 1.8898 -2.5497 -0.33 0.18 1.03
C 3.5542 2.6027 -2.7282 0.14 -0.24 -0.67
Cl 2.9062 3.1916 -1.1107 -0.04 -0.06 -0.07
In 1.9948 1.5015 -3.9174 -0.80 -0.21 -0.12
C 0.9782 -0.1596 -2.7644 0.56 0.95 0.08
C 0.4718 0.1637 -1.3450 -0.26 -0.83 -0.15
C -0.9670 0.6700 -1.2403 -0.26 0.26 0.20
C -2.0106 -0.3221 -1.7710 -0.11 0.39 0.04
C -1.1370 2.0903 -1.8283 0.51 -0.52 0.27
H 5.0492 0.2468 -1.0950 -0.11 0.13 0.03
H 3.8250 -0.0271 -2.3327 -0.13 0.09 -0.01
H 5.5266 -0.1565 -2.7209 0.03 -0.16 -0.02
H 5.4696 2.0260 -3.4587 -0.10 -0.12 -0.26
H 5.4340 2.4136 -1.7583 0.27 0.10 -0.13
H 3.7725 3.5232 -3.2626 -0.14 0.29 0.11
H 2.6338 0.8147 -5.4291 0.13 -0.02 0.22
H 0.7193 2.6833 -4.3722 0.21 0.06 0.00
H 0.1851 -0.5241 -3.4127 -0.14 -0.11 -0.02
H 1.7216 -0.9531 -2.6986 0.05 -0.18 -0.03
H 1.1116 0.8671 -0.8098 0.14 0.07 -0.13
H 0.5058 -0.7693 -0.7639 0.01 0.00 0.22
H -1.1884 0.7704 -0.1741 0.13 -0.06 0.17
H -2.8926 0.2435 -2.0714 -0.20 -0.11 -0.04
H -2.3283 -1.0225 -0.9989 0.11 -0.20 0.00
H -1.6645 -0.8755 -2.6402 0.05 -0.06 -0.06
H -0.1523 2.4502 -2.1080 -0.07 0.29 -0.29
H -1.7916 2.0821 -2.6960 0.03 0.21 -0.16
H -1.5144 2.7730 -1.0706 -0.28 0.08 -0.04
C -3.6678 5.8639 -0.7299 0.06 -0.15 -0.07
Cl -3.2224 5.1690 -2.2841 -0.06 0.11 0.22
Cl -5.3950 5.6428 -0.4085 -0.03 0.04 0.01
Cl -2.7017 5.1747 0.5757 -0.01 0.03 0.00
H -3.4700 6.9266 -0.7677 -0.02 0.01 0.01
C 4.7349 0.3696 -8.1489 -0.09 0.07 0.19
Cl 3.2692 -0.1875 -8.9663 0.01 -0.01 -0.04
Cl 4.4863 1.9487 -7.4181 0.10 -0.01 -0.15
Cl 5.2631 -0.8097 -6.9454 0.03 0.00 -0.03
H 5.5156 0.4594 -8.8915 -0.01 -0.03 -0.02
C 2.8197 1.2925 1.8916 -0.12 -0.03 -0.02
Cl 3.5880 -0.1512 1.2349 -0.03 0.04 0.07
Cl 1.1043 1.0117 2.1850 0.07 0.01 -0.04
Cl 3.6340 1.8059 3.3808 -0.04 -0.14 0.00
H 2.9128 2.0887 1.1596 0.03 -0.06 -0.01
C -1.5120 0.1867 4.8827 0.00 0.22 -0.18
Cl -2.8300 0.0329 6.0556 0.00 -0.07 0.03
Cl -2.1510 0.2845 3.2394 0.08 0.30 0.05
Cl -0.5114 1.5855 5.2625 -0.06 -0.06 0.04
H -0.8909 -0.6968 4.9532 0.00 -0.01 -0.01
C 6.0044 4.8337 1.6221 -0.09 -0.09 -0.09
Cl 5.6811 3.2003 1.0548 0.22 0.09 0.01
Cl 5.9000 5.9905 0.2926 0.03 0.01 0.01
Cl 4.8986 5.2843 2.9261 0.03 0.01 0.02
H 7.0118 4.8631 2.0142 0.00 0.02 0.02
C -1.7679 6.5673 -5.6757 0.03 -0.18 0.10
Cl -3.2377 7.4626 -5.2581 -0.04 0.03 -0.05
Cl -0.3488 7.3361 -4.9609 -0.01 0.01 -0.02
Cl -1.8859 4.8844 -5.1843 0.25 0.10 0.06
H -1.6586 6.5963 -6.7520 0.00 0.03 0.00
C -2.5740 -4.1092 2.8579 0.13 0.14 -0.13
Cl -1.1675 -4.1802 1.7970 -0.37 -0.04 0.30
Cl -2.3865 -2.8231 4.0546 -0.15 -0.43 0.14
Cl -4.0624 -3.8861 1.9331 0.16 0.08 0.00
H -2.6476 -5.0511 3.3845 0.00 0.02 -0.01
C 2.3428 3.7269 7.7341 0.01 -0.10 -0.08
Cl 2.9088 2.9997 6.2332 -0.09 0.09 0.12
Cl 0.5835 3.6378 7.8398 0.03 0.07 0.07
Cl 3.0945 2.9512 9.1336 0.00 0.04 0.02
H 2.6274 4.7704 7.7360 0.00 0.00 0.02
C -3.2402 2.3537 -8.5688 0.02 -0.05 0.15
Cl -4.6766 1.7973 -9.4397 0.01 0.01 -0.04
Cl -3.5172 3.9401 -7.8485 -0.15 -0.07 -0.24
Cl -2.7606 1.1911 -7.3379 0.01 0.04 -0.04
H -2.4313 2.4445 -9.2810 -0.01 0.00 -0.02
C -8.0104 -4.9827 3.0645 0.04 0.00 -0.10
Cl -9.4495 -6.0064 2.9962 -0.01 0.00 0.04
Cl -6.5464 -5.9511 2.9091 -0.16 -0.12 0.06
Cl -8.0694 -3.7382 1.8170 0.01 0.00 0.04
H -7.9906 -4.4937 4.0292 -0.01 0.00 0.00
C 1.7551 -6.3372 -0.1107 -0.03 0.14 0.08
Cl 3.4270 -6.2403 0.4442 -0.01 -0.02 -0.02
Cl 0.8220 -7.4410 0.9096 -0.01 -0.03 -0.01
Cl 1.0111 -4.7425 -0.1504 0.35 -0.06 -0.32
H 1.7568 -6.7331 -1.1172 0.00 -0.02 0.00
C 6.1972 5.4483 -6.2186 -0.10 -0.11 0.06
Cl 6.6416 4.7763 -7.7928 0.04 0.11 0.00
Cl 4.4917 5.1742 -5.8730 0.03 0.00 -0.02
Cl 7.2078 4.7667 -4.9419 0.00 0.02 -0.01
H 6.3687 6.5155 -6.2506 0.02 0.00 -0.01
C -6.4609 -10.0987 3.9123 0.03 0.05 0.02
Cl -6.0329 -11.6268 4.6869 -0.01 -0.01 -0.03
Cl -7.5060 -9.1386 4.9604 0.00 -0.01 -0.03
Cl -5.0108 -9.1914 3.4801 -0.23 -0.37 -0.20
H -7.0064 -10.3220 3.0053 -0.01 0.00 0.00
C -2.1713 -6.9667 5.8864 0.07 0.12 -0.09
Cl -0.8256 -6.9622 4.7463 -0.02 0.00 0.01
Cl -2.0304 -5.6147 7.0163 0.01 -0.01 -0.02
Cl -3.7087 -6.8997 5.0250 0.16 0.26 0.28
H -2.1387 -7.8883 6.4521 -0.01 0.01 0.01
C -2.0365 -3.9963 10.4580 0.01 0.08 0.06
Cl -0.3407 -3.7538 10.8777 -0.02 -0.02 -0.02
Cl -2.8132 -5.1028 11.5939 0.00 -0.01 -0.02
Cl -2.8949 -2.4578 10.3917 0.01 -0.03 -0.02
H -2.0772 -4.4456 9.4755 -0.01 -0.01 0.02
```
Positions in Å, forces in eV/Å.

Summary:
ΔE to the lowest compared entry with this formula, charge and spin	13.9	kcal per mole
highest occupied orbital energy	-4.5388	eV
charge	-1

***

Here is the ion C6H10N3 with charge +1 from OMol25. Energies are from ωB97M-V/def2-TZVPD.

The geometry in XYZ format:
```
19
Properties=species:S:1:pos:R:3:forces:R:3
C -2.2381 1.8918 0.2836 -1.37 3.10 1.47
C -1.7403 0.6658 0.1448 -1.12 -4.46 -1.10
C -2.6436 -0.4399 -0.4351 -0.59 0.46 -3.20
N -0.5734 0.1910 0.4114 2.85 1.07 0.60
C 0.0853 -0.8711 0.6307 1.13 -2.70 -0.14
C 1.4472 -1.3507 0.1428 -3.99 0.96 1.37
C 2.5861 -0.6805 -0.1171 3.09 0.19 -1.33
N 2.7915 0.6198 -0.0874 -2.07 1.83 1.61
N 3.9636 1.1810 -0.1458 -0.94 -2.10 -0.75
H -1.7418 2.7452 0.7941 -0.23 -0.76 -0.70
H -3.3251 1.9481 0.0763 0.96 0.45 0.05
H -2.1075 -0.8366 -1.4595 -1.36 0.53 2.80
H -2.9499 -1.2299 0.2843 0.77 0.38 -0.46
H -3.6094 0.0303 -0.7960 1.06 -0.62 0.37
H -0.4194 -1.7232 1.2272 0.52 1.40 -0.66
H 1.4549 -2.4226 0.1752 0.33 -0.29 -0.01
H 3.4980 -1.2832 -0.3032 -0.48 -0.15 0.05
H 4.6753 0.5400 -0.4459 1.25 0.28 0.24
H 4.1015 1.9833 0.4380 0.18 0.43 -0.22
```
Positions in Å, forces in eV/Å.

Summary:
structure (SMILES)	C=C(C)/N=C/C=C\N=[NH2+]
ΔE to the lowest compared entry with this formula, charge and spin	134.7	kcal per mole
highest occupied orbital energy (alpha / beta)	-13.5740 / -11.8186	eV
charge	+1